Record 1
C2H3ClFNO | wB97M-V/def2-TZVPD

The energy above the lowest of the compared OMol25 structures with the same formula, charge and spin is 5.3258 eV. The net charge is 0. The calculation puts the LUMO energy (alpha / beta) at -1.10 / -1.91 eV. The calculation puts the HOMO energy (alpha / beta) at -10.16 / -9.65 eV.

Each line ends with the natural charge from an NBO analysis.
Cartesian coordinates (Å):
1 C -1.4792 -0.6219 -2.5166  0.8393
2 C -0.1033 0.3881 0.2802  -0.5320
3 N -1.1872 1.1188 -0.1460  -0.3445
4 O -0.4521 -1.1478 -2.6573  -0.4888
5 F -2.5013 -0.5044 -3.5380  -0.3512
6 Cl -0.8058 2.6025 -0.6893  0.2009
7 H -0.2386 -0.7646 0.5835  0.2244
8 H 0.8453 0.3046 -0.3565  0.2195
9 H 0.3230 0.6703 1.2924  0.2324

---

Record 2
C55H67N2 | wB97M-V/def2-TZVPD

The net charge is +1. The calculation puts the LUMO energy at -5.31 eV. The calculation puts the HOMO energy at -7.91 eV.

Each line ends with the Mulliken charge.
Cartesian coordinates (Å):
1 C 6.0222 -1.7172 3.5467  -1.3473
2 C 4.6925 -1.0422 3.5350  0.9785
3 C 4.5944 0.3421 3.4790  -0.7821
4 C 3.3707 0.9650 3.4508  -0.5441
5 C 2.1727 0.2238 3.4864  0.9356
6 C 0.9095 0.8958 3.4399  -0.0423
7 C -0.3165 0.2701 3.5509  -0.5746
8 C -1.5368 0.9104 3.4772  -0.0772
9 C -2.8038 0.2547 3.5210  0.9192
10 C -3.9899 1.0104 3.5450  -0.3994
11 C -5.2230 0.3989 3.5657  -0.7812
12 C -5.3307 -0.9878 3.5626  1.0491
13 C -6.6667 -1.6508 3.5597  -1.3958
14 C -4.1638 -1.7425 3.5456  -0.9092
15 C -2.9284 -1.1443 3.5239  -0.8019
16 C 2.2847 -1.1748 3.5542  -0.6917
17 C 3.5183 -1.7845 3.5768  -0.9470
18 H 5.9255 -2.8032 3.5341  0.3761
19 H 6.6111 -1.4368 2.6734  0.3374
20 H 6.5940 -1.4514 4.4361  0.3361
21 H 5.4992 0.9270 3.4595  0.4593
22 H 3.3174 2.0385 3.4082  0.4749
23 H 0.9246 1.9606 3.2864  0.3162
24 H -0.3161 -0.7884 3.7207  0.3891
25 H -1.5412 1.9777 3.3648  0.3761
26 H -3.9335 2.0840 3.5499  0.3690
27 H -6.1240 0.9890 3.5885  0.4414
28 H -6.5729 -2.7381 3.5501  0.3768
29 H -7.2440 -1.3810 4.4444  0.3402
30 H -7.2443 -1.3641 2.6802  0.3403
31 H -4.2425 -2.8171 3.5402  0.3382
32 H -2.0491 -1.7628 3.4894  0.3708
33 H 1.4012 -1.7883 3.5742  0.3651
34 H 3.5846 -2.8555 3.6230  0.3631
35 C 2.6074 6.2658 -2.2093  -1.6164
36 C 2.7902 6.1755 -0.6833  2.3877
37 C 4.1760 5.5571 -0.3971  -1.5563
38 C 2.7747 7.6185 -0.1356  -1.8508
39 C 1.6762 5.3746 0.0397  -0.0750
40 C 1.7791 5.3104 1.4211  -0.2729
41 C 0.7646 4.8052 2.1915  -1.7079
42 C -0.4036 4.4034 1.5965  -0.0691
43 C -0.5958 4.4175 0.2172  -0.3564
44 C -2.0984 4.2897 -0.2116  2.9688
45 C -2.4353 3.6460 -1.5795  -2.2246
46 C -2.6653 5.7187 -0.2105  -1.8494
47 C -2.8897 3.4408 0.8226  -2.1232
48 C 0.5178 4.8320 -0.5813  -0.4141
49 N 0.5994 4.5018 -1.9915  1.5194
50 C 1.3981 3.4949 -2.5832  -0.9046
51 C 2.5165 2.8918 -2.0129  -2.2085
52 C 3.4263 2.0365 -2.7273  0.2990
53 C 3.6658 2.2497 -4.0916  -0.0121
54 C 4.4294 1.3786 -4.8286  -0.4894
55 C 4.9933 0.2708 -4.2263  -0.9499
56 C 4.8243 0.0645 -2.8660  -0.6135
57 C 4.0709 0.9419 -2.1177  -0.8879
58 N 0.7147 3.0953 -3.7517  2.1611
59 C 0.8283 1.8889 -4.5394  -1.2092
60 C 0.6382 0.6125 -3.9338  -0.1149
61 C 0.0095 0.2758 -2.5470  3.1492
62 C 0.6392 -1.0221 -1.9708  -2.2364
63 C -1.4922 0.0571 -2.7948  -1.9400
64 C 0.1613 1.3146 -1.4262  -0.4764
65 C 0.8013 -0.5043 -4.7361  -0.3584
66 C 1.1174 -0.4213 -6.0668  -1.5624
67 C 1.2667 0.8091 -6.6486  -0.4342
68 C 1.1387 1.9865 -5.9270  0.6312
69 C 1.2932 3.2752 -6.7934  2.0913
70 C 2.5830 3.1912 -7.6462  -1.8354
71 C 1.3650 4.6240 -6.0285  -1.7133
72 C 0.0934 3.3355 -7.7611  -1.7996
73 C -0.3549 3.9871 -3.9442  -1.0688
74 C -0.3431 4.8974 -2.9522  -1.8263
75 H 1.5984 6.5929 -2.4601  0.2274
76 H 3.3146 6.9720 -2.6470  0.5799
77 H 2.7887 5.3039 -2.6837  0.1483
78 H 4.3515 5.4316 0.6703  0.3318
79 H 4.2790 4.5826 -0.8699  0.1544
80 H 4.9712 6.1956 -0.7815  0.4714
81 H 2.9011 7.6319 0.9460  0.3480
82 H 3.5802 8.2128 -0.5684  0.4796
83 H 1.8300 8.1084 -0.3682  0.4237
84 H 2.6592 5.6916 1.9101  0.6620
85 H 0.8573 4.7784 3.2664  0.5371
86 H -1.2057 4.1016 2.2427  0.5150
87 H -1.8752 2.7381 -1.7705  0.4656
88 H -3.4920 3.3755 -1.6229  0.7323
89 H -2.3031 4.3361 -2.4057  0.4749
90 H -2.4240 6.2198 0.7260  0.3460
91 H -2.2422 6.3140 -1.0195  0.3703
92 H -3.7480 5.7078 -0.3235  0.4544
93 H -3.0762 3.9981 1.7393  0.4878
94 H -3.8677 3.1619 0.4301  0.4930
95 H -2.3594 2.5200 1.0675  0.2313
96 H 2.6639 3.0078 -0.9529  1.3313
97 H 3.2274 3.1132 -4.5562  0.7419
98 H 4.5717 1.5489 -5.8845  0.3142
99 H 5.5786 -0.4175 -4.8147  0.4384
100 H 5.2914 -0.7862 -2.3978  0.4175
101 H 3.9159 0.7554 -1.0680  0.5959
102 H 1.7253 -1.0052 -2.0760  0.3824
103 H 0.4099 -1.1243 -0.9090  0.4623
104 H 0.2571 -1.9144 -2.4637  0.5451
105 H -1.9560 0.9547 -3.2049  0.3757
106 H -1.6482 -0.7504 -3.5086  0.4330
107 H -2.0064 -0.2042 -1.8720  0.4569
108 H -0.1116 2.3027 -1.7685  -1.6347
109 H -0.4966 1.0869 -0.5848  0.8635
110 H 1.1826 1.3351 -1.0463  0.4797
111 H 0.6335 -1.4814 -4.3212  0.3070
112 H 1.2268 -1.3194 -6.6508  0.4334
113 H 1.4693 0.8426 -7.7057  0.3980
114 H 2.6059 2.2995 -8.2675  0.3448
115 H 2.6562 4.0418 -8.3258  0.5357
116 H 3.4722 3.1888 -7.0197  0.3552
117 H 0.3707 5.0317 -5.8510  0.3983
118 H 1.8772 4.5294 -5.0727  0.2869
119 H 1.8943 5.3803 -6.6126  0.5346
120 H -0.8456 3.4027 -7.2132  0.3256
121 H 0.1624 4.1969 -8.4263  0.4652
122 H 0.0485 2.4418 -8.3830  0.3778
123 H -1.0376 3.9443 -4.7732  0.8679
124 H -0.9827 5.7600 -2.8628  0.8232

---

Record 3
C3H6N2O | wB97M-V/def2-TZVPD

The energy above the lowest of the compared OMol25 structures with the same formula, charge and spin is 1.6578 eV. The net charge is 0. The calculation puts the LUMO energy at 0.91 eV. Its SMILES is N=C=N.CC=O. The calculation puts the HOMO energy at -10.03 eV.

Each line ends with the natural charge from an NBO analysis.
Cartesian coordinates (Å):
1 C -0.5137 0.0351 1.7765  -0.7341
2 C -0.3548 -0.2010 -2.3472  0.6528
3 N -0.5133 0.7683 -1.6177  -0.7476
4 N -0.3405 -1.2154 -3.0398  -0.7438
5 C 0.9581 0.2328 1.5658  0.4604
6 O 1.4644 0.6514 0.5461  -0.5459
7 H -1.0733 0.2034 0.8534  0.2476
8 H -0.8572 0.7343 2.5489  0.2422
9 H -0.7028 -0.9759 2.1541  0.2382
10 H 0.2172 0.9422 -0.9222  0.4234
11 H 0.1082 -1.1544 -3.9453  0.3932
12 H 1.6076 -0.0207 2.4274  0.1135

---

Record 4
C2H3FS | wB97M-V/def2-TZVPD

The energy above the lowest of the compared OMol25 structures with the same formula, charge and spin is 5.4941 eV. The net charge is 0. The calculation puts the LUMO energy (alpha / beta) at -2.66 / -2.60 eV. The calculation puts the HOMO energy (alpha / beta) at -9.55 / -9.63 eV.

Each line ends with the natural charge from an NBO analysis.
Cartesian coordinates (Å):
1 C 0.9239 0.5426 0.0928  0.4844
2 C -0.0094 -0.5939 0.1055  -0.8192
3 F 1.4742 0.5235 -1.1047  -0.3336
4 S -1.6302 2.0490 0.6796  -0.0688
5 H -0.4123 -0.6261 -0.8991  0.2391
6 H -0.7888 -0.3503 0.7265  0.2325
7 H 0.4426 -1.5447 0.3993  0.2656

---

Record 5
C11H8Br2MnN5OSbSe4 | wB97M-V/def2-TZVPD

The energy above the lowest of the compared OMol25 structures with the same formula, charge and spin is 0.0000 eV. The net charge is -1. The calculation puts the LUMO energy (alpha / beta) at 1.52 / 1.16 eV. Its spin multiplicity is 5. The calculation puts the HOMO energy (alpha / beta) at -4.75 / -4.78 eV.

Each line ends with the natural charge from an NBO analysis.
Cartesian coordinates (Å):
1 Mn 0.3284 0.4584 -0.4527  1.2391
2 Br 1.0509 2.4950 4.1334  0.0629
3 C -0.4783 2.4660 3.0339  -0.2069
4 C -1.6642 3.0601 3.4965  -0.2123
5 C -2.7994 3.0630 2.7360  -0.1164
6 Br -4.3721 3.8787 3.4173  0.0320
7 C -2.8072 2.4587 1.4553  -0.1159
8 C -3.9118 2.3842 0.5771  -0.1086
9 C -3.7874 1.7470 -0.6267  -0.2628
10 C -2.5570 1.1678 -0.9772  0.0980
11 N -1.5071 1.2455 -0.1905  -0.4935
12 C -1.6100 1.8740 1.0157  0.0932
13 C -0.3943 1.8661 1.7872  0.4040
14 O 0.6602 1.3075 1.2861  -0.7677
15 H -1.6695 3.5182 4.4757  0.2364
16 H -4.8538 2.8250 0.8742  0.2290
17 H -4.6231 1.6656 -1.3066  0.2286
18 H -2.4320 0.6073 -1.8951  0.2348
19 N 2.7819 -2.7799 -0.1989  -0.8135
20 C 3.8947 -2.3250 -0.7700  0.6937
21 N 4.8119 -3.2258 -1.1640  -0.7762
22 N 4.2004 -1.0291 -0.9184  -0.6576
23 C 3.1706 -0.2520 -0.9517  0.6263
24 N 2.2476 0.4552 -0.9852  -0.6670
25 H 2.4707 -3.7107 -0.4814  0.4326
26 H 2.0136 -2.1365 -0.0425  0.4247
27 H 4.4824 -4.1662 -1.3195  0.4133
28 H 5.4959 -2.8713 -1.8098  0.4072
29 Se 1.6219 -5.1183 -2.2865  -0.6289
30 Sb 0.2057 -3.1579 -2.8794  1.0409
31 Se -0.6480 -1.8870 -0.8974  -0.8440
32 Se 2.3292 -2.3218 -3.8045  -0.5169
33 Se -1.6508 -3.5616 -4.3305  -0.7082

---

Calculated values (eV Å⁻¹) of max |F| for the records, taken in order: 6.028; 1.911; 0.666; 2.637; 0.494.